1.
The following is a quantum chemistry calculation of C27H18N8Pt as an isolated structure in a non-equilibrium geometry, from OMol25.

Properties
Kohn-Sham gap: 6.47 eV
Net charge: 0

Atoms and positions in Å:
Pt1 0.20937 -0.20571 0.33639
C1 5.41165 -2.07576 1.26810
C2 4.75841 -3.22150 0.82638
C3 3.42766 -3.17195 0.45617
C4 2.73808 -1.96431 0.54261
C5 3.38525 -0.81726 0.97585
C6 4.72387 -0.87496 1.33595
N1 1.36480 -1.86002 0.14450
N2 0.88993 -2.86730 -0.43265
C7 -0.33623 -2.61579 -1.01286
C8 -0.99463 -3.62724 -1.71421
C9 -2.18499 -3.32990 -2.34160
C10 -2.69960 -2.03519 -2.26440
C11 -2.04404 -1.03077 -1.56466
C12 -0.84363 -1.30929 -0.92262
H1 6.45456 -2.12116 1.55191
H2 5.29316 -4.15983 0.76443
H3 2.91425 -4.05292 0.10216
H4 2.84698 0.12031 1.02824
H5 5.22537 0.02349 1.67012
H6 -0.55634 -4.61561 -1.75727
H7 -2.71537 -4.09191 -2.89573
H8 -3.63254 -1.80494 -2.76337
H9 -2.47402 -0.04003 -1.51962
C13 1.53504 0.17698 4.75380
C14 1.50473 -0.14490 3.41385
N3 0.64753 0.42330 2.55192
C15 -0.18884 1.34358 3.03602
C16 -0.20523 1.76091 4.36266
C17 0.66705 1.14158 5.24003
C18 -1.16544 2.80092 4.78181
C19 -1.37776 3.97780 4.19408
C20 -0.62018 4.58387 3.08181
C21 -1.18606 5.61521 2.33955
C22 -0.42928 6.15182 1.31401
N4 0.80567 5.72695 1.04716
C23 1.25707 4.75005 1.82287
N5 0.61933 4.15291 2.82088
H10 2.23664 -0.32377 5.40567
H11 2.17240 -0.89154 3.01440
H12 -0.88668 1.78609 2.34960
H13 0.68020 1.41837 6.28686
H14 -1.78714 2.54910 5.63443
H15 -2.19405 4.58512 4.56632
H16 -2.19325 5.95488 2.54061
H17 -0.81972 6.93575 0.67735
H18 2.26403 4.39892 1.62094
N6 -0.95028 1.38733 0.17576
C24 -1.67436 2.28606 0.08747
C25 -2.54353 3.35706 0.10443
C26 -3.49987 3.38912 1.14937
N7 -4.26052 3.39316 2.01746
C27 -2.44306 4.42746 -0.81142
N8 -2.37968 5.30973 -1.55147

Results of the Mulliken charge analysis, in e, for atoms 1 through 6: Pt 0.27; C -0.54; C -0.50; C -0.43; C 0.86; C -0.48

=====

2.
The following is a quantum chemistry calculation of C27H19AuN4O4P as an isolated structure, from OMol25.

Properties
Kohn-Sham gap (alpha / beta): 6.48 / 6.48 eV
Net charge: +1

Atoms and positions in Å:
Au1 -0.65706 0.90209 -1.59216
O1 -4.92150 -0.16851 0.84001
C1 -3.65407 -0.18974 0.46032
O2 -2.78881 0.53576 0.88807
C2 -3.37321 -1.23583 -0.57817
C3 -4.20446 -2.31822 -0.80841
C4 -3.80715 -3.26620 -1.74442
C5 -2.59788 -3.10643 -2.39702
C6 -1.84245 -1.97573 -2.11139
N1 -2.22818 -1.06075 -1.23373
C7 -0.48245 -1.79824 -2.74719
O3 0.03123 -2.70767 -3.34342
O4 0.13301 -0.63310 -2.59136
H1 -5.06558 0.59130 1.43883
H2 -5.13260 -2.41155 -0.26402
H3 -4.43332 -4.12360 -1.95069
H4 -2.22227 -3.82346 -3.11264
C8 5.06816 0.70804 -2.20585
C9 4.95026 0.14499 -0.94088
C10 3.71447 0.08930 -0.32141
C11 2.59424 0.60227 -0.98144
C12 2.71092 1.16652 -2.24676
C13 3.95442 1.21775 -2.85630
P1 1.05749 0.56596 -0.07387
C14 0.68341 -1.05390 0.53673
C15 -0.26633 -1.21506 1.55225
C16 -0.63778 -2.49122 1.93429
C17 -0.08601 -3.59658 1.29672
C18 0.84055 -3.43640 0.27274
C19 1.22772 -2.16678 -0.11531
C20 1.09522 1.78094 1.23162
C21 1.39647 1.35536 2.52921
C22 1.58027 2.29543 3.52998
C23 1.47023 3.64781 3.24335
C24 1.19875 4.07065 1.94793
C25 1.01873 3.14345 0.93830
H5 6.03570 0.74513 -2.68817
H6 5.82074 -0.25247 -0.43721
H7 3.62451 -0.35037 0.66513
H8 1.84179 1.55394 -2.76204
H9 4.04975 1.64992 -3.84276
H10 -0.73397 -0.35465 2.01127
H11 -1.36410 -2.62461 2.72474
H12 -0.38513 -4.59247 1.59684
H13 1.25394 -4.29835 -0.23256
H14 1.93488 -2.03919 -0.92443
H15 1.50082 0.30434 2.76065
H16 1.80904 1.96689 4.53454
H17 1.60507 4.37757 4.03039
H18 1.12748 5.12584 1.72298
H19 0.81895 3.48035 -0.06921
N2 -5.01948 2.91560 1.62342
C26 -3.98548 3.20048 1.19860
N3 -2.77795 3.52654 0.77049
C27 -2.12749 2.99006 -0.13470
N4 -1.35349 2.63679 -0.97192

Results of the Mulliken charge analysis, in e, for atoms 1 through 6: Au 0.63; O -0.48; C 0.15; O -0.45; C 0.36; C -0.68

=====

3.
The following is a quantum chemistry calculation of C27H19BBr3F4FeN7O3Se as an isolated structure, from OMol25.

Properties
Kohn-Sham gap (alpha / beta): 6.16 / 6.15 eV
Net charge: -2

Atoms and positions in Å:
Fe1 -0.34018 -0.31494 0.62059
Br1 4.40409 6.29206 -4.04824
C1 5.16742 4.70906 -3.32050
C2 4.84019 4.31652 -2.03447
C3 5.39153 3.15816 -1.50966
C4 6.27914 2.38783 -2.26306
C5 6.61048 2.82486 -3.54785
C6 6.04961 3.96798 -4.08859
N1 7.03040 1.29394 -1.76602
N2 6.60896 0.46824 -0.91135
C7 5.29456 0.20833 -0.56261
C8 5.14346 -0.13006 0.78824
C9 3.92583 -0.28581 1.40772
C10 2.71915 -0.19540 0.67034
O1 1.59534 -0.32168 1.22089
C11 2.85255 0.00235 -0.77520
N3 1.69566 -0.01817 -1.45005
C12 1.71061 0.08616 -2.75479
C13 2.91011 0.14960 -3.47940
C14 4.10154 0.18986 -2.80104
C15 4.11302 0.17666 -1.39162
H1 4.13745 4.89350 -1.44926
H2 5.11302 2.84949 -0.51080
H3 7.33015 2.24292 -4.11066
H4 6.30245 4.28863 -5.09027
H5 6.06090 -0.20610 1.36195
H6 3.85618 -0.50589 2.46510
H7 0.74583 0.11127 -3.25056
H8 2.89057 0.17503 -4.56182
H9 5.02974 0.22415 -3.35137
Br2 -5.36695 -0.04055 -0.10880
C16 -4.18828 1.09816 0.84396
C17 -4.70448 2.23212 1.47263
C18 -3.88620 3.09037 2.15330
Br3 -4.65196 4.62057 2.99375
C19 -2.49498 2.85086 2.24054
C20 -1.55506 3.65692 2.91833
C21 -0.23669 3.29964 2.92548
C22 0.17303 2.13391 2.25712
N4 -0.67954 1.37347 1.61728
C23 -1.99627 1.70246 1.59471
C24 -2.82991 0.78058 0.85458
O2 -2.29906 -0.22594 0.28238
H10 -5.76571 2.43035 1.41086
H11 -1.89168 4.55159 3.42501
H12 0.50096 3.90095 3.43982
H13 1.20428 1.80686 2.24456
C25 -3.41720 -3.63884 0.27476
N5 -2.03217 -3.23717 0.21356
C26 -1.50889 -2.48111 -0.76839
N6 -2.21986 -2.34937 -1.93642
O3 -0.40130 -1.93648 -0.65804
H14 -3.59829 -4.08910 1.24826
H15 -3.65185 -4.37950 -0.49456
H16 -4.09070 -2.78148 0.17691
H17 -1.52563 -3.14826 1.08346
H18 -3.22157 -2.40690 -1.83629
H19 -1.93411 -1.49861 -2.40969
Se1 -1.30804 -2.98388 4.80325
C27 -0.93538 -2.02042 3.32782
N7 -0.73479 -1.41702 2.35708
F1 -0.64099 2.62402 -2.97420
B1 -1.33069 1.69588 -2.18435
F2 -2.52479 2.24619 -1.70655
F3 -1.58846 0.52498 -2.93523
F4 -0.50843 1.33365 -1.07368

Results of the Mulliken charge analysis, in e, for atoms 1 through 6: Fe 1.20; Br -0.23; C 0.19; C -0.65; C 0.01; C 0.08

=====

Relative energy (zero: lowest compared OMol25 entry of this formula, charge and spin): 0.00; 13.21; 0.00 (kJ/mol)
M: 649.6; 691.4; 950.8 (g mol⁻¹)